[1]
{"formula": "C23H20BMoN7O2", "method": "ωB97M-V with the def2-TZVPD basis set", "e_lumo_ha": [-0.250, -0.271], "s_squared": 2.02, "e_tot_ha": -1514.90394, "homo_ev": [-14.6716, -15.0766], "charge": 2, "spin_multiplicity": 3, "symbols": ["Mo", "B", "N", "C", "C", "C", "N", "N", "C", "C", "C", "N", "H", "H", "H", "H", "H", "H", "H", "H", "N", "C", "C", "C", "C", "C", "C", "C", "C", "N", "C", "H", "H", "H", "H", "H", "H", "H", "H", "O", "C", "N", "C", "O", "C", "C", "C", "C", "C", "C", "H", "H", "H", "H"], "coordinates": [[0.30, 0.04, -0.63], [0.16, -1.49, -2.87], [-0.81, -0.38, -3.22], [-1.70, -0.15, -4.19], [-2.31, 1.07, -3.94], [-1.72, 1.54, -2.77], [-0.82, 0.65, -2.34], [1.63, -1.03, -2.96], [2.67, -1.21, -3.76], [3.76, -0.55, -3.21], [3.28, 0.02, -2.04], [1.98, -0.28, -1.89], [-0.08, -2.57, -3.29], [0.08, -1.59, -1.54], [-1.84, -0.86, -4.99], [-3.07, 1.55, -4.53], [-1.92, 2.44, -2.22], [2.59, -1.80, -4.66], [4.76, -0.50, -3.60], [3.82, 0.59, -1.29], [1.37, 1.91, -0.17], [2.07, 1.81, 1.12], [2.69, 2.88, 1.70], [3.37, 2.73, 2.92], [3.42, 1.50, 3.53], [2.79, 0.38, 2.95], [2.80, -0.91, 3.53], [2.14, -1.94, 2.91], [1.46, -1.69, 1.71], [1.43, -0.49, 1.14], [2.09, 0.55, 1.74], [2.03, 2.15, -0.90], [0.68, 2.66, -0.13], [2.66, 3.86, 1.22], [3.85, 3.58, 3.37], [3.96, 1.38, 4.47], [3.33, -1.07, 4.46], [2.14, -2.93, 3.32], [0.91, -2.48, 1.21], [-2.21, -3.04, -0.28], [-2.34, -1.96, 0.20], [-1.34, -0.93, 0.16], [-1.81, 0.18, 0.72], [-1.02, 1.17, 0.61], [-3.14, -0.01, 1.28], [-4.01, 0.81, 1.97], [-5.23, 0.26, 2.34], [-5.56, -1.05, 2.03], [-4.68, -1.88, 1.33], [-3.47, -1.34, 0.96], [-3.76, 1.84, 2.21], [-5.94, 0.87, 2.89], [-6.52, -1.44, 2.34], [-4.93, -2.90, 1.09]], "nbo_charge": [1.3976, 0.3931, -0.3291, 0.0592, -0.3080, 0.0218, -0.3456, -0.2972, 0.0629, -0.3010, 0.0051, -0.3365, 0.0431, -0.0071, 0.2555, 0.2679, 0.2374, 0.2579, 0.2704, 0.2302, -0.7726, 0.0717, -0.1561, -0.1809, -0.1358, -0.1025, -0.0497, -0.2537, 0.1293, -0.5039, 0.2220, 0.4284, 0.4362, 0.2422, 0.2537, 0.2479, 0.2501, 0.2616, 0.2318, -0.4600, 0.6873, -0.6317, 0.6804, -0.6131, -0.1090, -0.1539, -0.1736, -0.1441, -0.1396, -0.1296, 0.2429, 0.2460, 0.2465, 0.2542]}

***

[2]
{"formula": "C23H20BrIN8O2RuS2", "method": "ωB97M-V with the def2-TZVPD basis set", "e_lumo_ha": [-0.123, -0.151], "s_squared": 0.76, "e_tot_ha": -5239.82850, "homo_ev": [-10.2502, -10.2598], "charge": 1, "spin_multiplicity": 2, "symbols": ["Ru", "N", "C", "S", "N", "N", "C", "C", "C", "C", "C", "C", "N", "H", "H", "H", "H", "H", "H", "H", "N", "C", "C", "C", "C", "C", "C", "S", "O", "O", "N", "C", "N", "C", "C", "C", "N", "H", "H", "H", "H", "H", "H", "H", "H", "H", "Br", "C", "C", "C", "C", "C", "C", "I", "H", "H", "H", "H"], "coordinates": [[1.03, -0.23, -0.38], [0.64, -4.40, 0.56], [0.75, -3.07, 0.51], [1.42, -2.39, -0.99], [0.42, -2.38, 1.57], [0.57, -1.04, 1.40], [0.38, -0.26, 2.39], [0.56, 1.16, 2.13], [0.41, 2.13, 3.11], [0.59, 3.45, 2.76], [0.91, 3.78, 1.45], [1.04, 2.76, 0.53], [0.87, 1.48, 0.85], [0.86, -4.97, -0.25], [0.27, -4.84, 1.38], [0.08, -0.64, 3.36], [0.16, 1.84, 4.11], [0.48, 4.23, 3.51], [1.04, 4.81, 1.15], [1.26, 2.97, -0.51], [-6.81, -1.38, -3.19], [-5.70, -0.90, -2.57], [-4.96, -1.72, -1.71], [-3.86, -1.22, -1.05], [-3.48, 0.11, -1.24], [-4.21, 0.93, -2.08], [-5.31, 0.44, -2.74], [-2.10, 0.72, -0.39], [-2.04, 2.15, -0.55], [-2.04, 0.15, 0.92], [-0.77, 0.05, -1.17], [-0.32, 0.58, -2.37], [-1.07, 0.99, -3.37], [-0.40, 1.42, -4.44], [0.98, 1.43, -4.52], [1.68, 0.98, -3.42], [1.03, 0.57, -2.34], [-7.00, -2.37, -3.18], [-7.26, -0.84, -3.91], [-5.26, -2.75, -1.56], [-3.29, -1.85, -0.38], [-3.90, 1.96, -2.22], [-5.89, 1.08, -3.39], [-1.01, 1.77, -5.26], [1.49, 1.78, -5.41], [2.77, 0.94, -3.40], [5.92, 1.98, 2.21], [5.13, 0.34, 2.71], [5.37, -0.14, 3.99], [4.81, -1.34, 4.40], [4.01, -2.07, 3.53], [3.77, -1.60, 2.25], [4.33, -0.39, 1.85], [3.91, 0.28, -0.09], [6.00, 0.43, 4.66], [5.00, -1.70, 5.40], [3.57, -3.00, 3.84], [3.16, -2.17, 1.56]], "nbo_charge": [0.6298, -0.7678, 0.3007, -0.0244, -0.4064, -0.1715, 0.0976, 0.1603, -0.2002, -0.1225, -0.2299, 0.0996, -0.4410, 0.4161, 0.4176, 0.2298, 0.2401, 0.2387, 0.2430, 0.2172, -0.7774, 0.2202, -0.2826, -0.1427, -0.3756, -0.1313, -0.2857, 2.3208, -0.9404, -0.9517, -0.7775, 0.5654, -0.4461, 0.1248, -0.3253, 0.1158, -0.4940, 0.3954, 0.3960, 0.2175, 0.2333, 0.2439, 0.2183, 0.2152, 0.2465, 0.2149, 0.1038, -0.1779, -0.2175, -0.1824, -0.1883, -0.2778, -0.0727, 0.3481, 0.2420, 0.2333, 0.2311, 0.2335]}

***

[3]
{"formula": "C23H20CaNS3", "method": "ωB97M-V with the def2-TZVPD basis set", "e_lumo_ha": 0.084, "e_tot_ha": -2815.55459, "homo_ev": -3.6997, "charge": -1, "symbols": ["Ca", "C", "C", "C", "C", "C", "C", "C", "C", "S", "C", "N", "C", "C", "C", "C", "C", "C", "C", "C", "H", "H", "H", "H", "H", "H", "H", "H", "H", "H", "H", "H", "H", "H", "H", "H", "S", "C", "C", "C", "C", "C", "C", "S", "H", "H", "H", "H"], "coordinates": [[-0.51, -2.31, -0.63], [2.32, 2.58, 0.52], [1.20, 3.55, 0.91], [1.24, 4.74, -0.06], [1.46, 4.05, 2.33], [-0.18, 2.89, 0.84], [-1.31, 3.65, 1.17], [-2.59, 3.13, 1.14], [-2.73, 1.79, 0.77], [-4.17, 0.84, 0.63], [-3.20, -0.54, 0.14], [-1.92, -0.30, 0.09], [-1.62, 1.01, 0.44], [-0.34, 1.57, 0.48], [-3.82, -1.83, -0.18], [-5.21, -1.96, -0.08], [-5.81, -3.17, -0.38], [-5.02, -4.24, -0.76], [-3.64, -4.09, -0.85], [-2.97, -2.89, -0.56], [3.28, 3.10, 0.58], [2.20, 2.20, -0.49], [2.36, 1.72, 1.18], [2.22, 5.22, -0.03], [0.49, 5.49, 0.19], [1.06, 4.41, -1.09], [2.45, 4.53, 2.39], [1.45, 3.22, 3.04], [0.72, 4.78, 2.65], [-1.19, 4.69, 1.46], [-3.44, 3.73, 1.39], [0.50, 0.95, 0.22], [-5.83, -1.12, 0.22], [-6.89, -3.28, -0.31], [-5.47, -5.20, -0.99], [-3.06, -4.96, -1.15], [1.11, -4.30, -1.36], [2.74, -3.62, -1.30], [3.79, -4.47, -1.64], [5.11, -4.06, -1.63], [5.42, -2.76, -1.27], [4.40, -1.90, -0.92], [3.05, -2.29, -0.93], [1.87, -1.06, -0.46], [3.54, -5.49, -1.92], [5.90, -4.76, -1.91], [6.45, -2.41, -1.25], [4.62, -0.87, -0.64]], "nbo_charge": [1.7147, -0.6128, -0.0844, -0.5940, -0.5941, -0.0313, -0.1628, -0.2375, -0.2338, 0.3588, 0.1175, -0.5598, 0.1024, -0.1689, -0.1023, -0.2206, -0.2557, -0.2115, -0.2617, -0.4839, 0.2012, 0.2301, 0.2308, 0.2019, 0.1980, 0.2143, 0.2019, 0.2145, 0.1980, 0.1951, 0.2110, 0.2490, 0.1940, 0.1989, 0.1965, 0.1948, -0.6399, -0.2113, -0.2245, -0.2526, -0.2533, -0.2719, -0.0417, -0.7031, 0.2047, 0.1917, 0.1916, 0.2020]}

***

Which of these has the highest charge?
C23H20BMoN7O2

***

The highest charge belongs to which entry?
C23H20BMoN7O2

***

What did the first record say?
{"formula": "C23H20BMoN7O2", "method": "ωB97M-V with the def2-TZVPD basis set", "e_lumo_ha": [-0.250, -0.271], "s_squared": 2.02, "e_tot_ha": -1514.90394, "homo_ev": [-14.6716, -15.0766], "charge": 2, "spin_multiplicity": 3, "symbols": ["Mo", "B", "N", "C", "C", "C", "N", "N", "C", "C", "C", "N", "H", "H", "H", "H", "H", "H", "H", "H", "N", "C", "C", "C", "C", "C", "C", "C", "C", "N", "C", "H", "H", "H", "H", "H", "H", "H", "H", "O", "C", "N", "C", "O", "C", "C", "C", "C", "C", "C", "H", "H", "H", "H"], "coordinates": [[0.30, 0.04, -0.63], [0.16, -1.49, -2.87], [-0.81, -0.38, -3.22], [-1.70, -0.15, -4.19], [-2.31, 1.07, -3.94], [-1.72, 1.54, -2.77], [-0.82, 0.65, -2.34], [1.63, -1.03, -2.96], [2.67, -1.21, -3.76], [3.76, -0.55, -3.21], [3.28, 0.02, -2.04], [1.98, -0.28, -1.89], [-0.08, -2.57, -3.29], [0.08, -1.59, -1.54], [-1.84, -0.86, -4.99], [-3.07, 1.55, -4.53], [-1.92, 2.44, -2.22], [2.59, -1.80, -4.66], [4.76, -0.50, -3.60], [3.82, 0.59, -1.29], [1.37, 1.91, -0.17], [2.07, 1.81, 1.12], [2.69, 2.88, 1.70], [3.37, 2.73, 2.92], [3.42, 1.50, 3.53], [2.79, 0.38, 2.95], [2.80, -0.91, 3.53], [2.14, -1.94, 2.91], [1.46, -1.69, 1.71], [1.43, -0.49, 1.14], [2.09, 0.55, 1.74], [2.03, 2.15, -0.90], [0.68, 2.66, -0.13], [2.66, 3.86, 1.22], [3.85, 3.58, 3.37], [3.96, 1.38, 4.47], [3.33, -1.07, 4.46], [2.14, -2.93, 3.32], [0.91, -2.48, 1.21], [-2.21, -3.04, -0.28], [-2.34, -1.96, 0.20], [-1.34, -0.93, 0.16], [-1.81, 0.18, 0.72], [-1.02, 1.17, 0.61], [-3.14, -0.01, 1.28], [-4.01, 0.81, 1.97], [-5.23, 0.26, 2.34], [-5.56, -1.05, 2.03], [-4.68, -1.88, 1.33], [-3.47, -1.34, 0.96], [-3.76, 1.84, 2.21], [-5.94, 0.87, 2.89], [-6.52, -1.44, 2.34], [-4.93, -2.90, 1.09]], "nbo_charge": [1.3976, 0.3931, -0.3291, 0.0592, -0.3080, 0.0218, -0.3456, -0.2972, 0.0629, -0.3010, 0.0051, -0.3365, 0.0431, -0.0071, 0.2555, 0.2679, 0.2374, 0.2579, 0.2704, 0.2302, -0.7726, 0.0717, -0.1561, -0.1809, -0.1358, -0.1025, -0.0497, -0.2537, 0.1293, -0.5039, 0.2220, 0.4284, 0.4362, 0.2422, 0.2537, 0.2479, 0.2501, 0.2616, 0.2318, -0.4600, 0.6873, -0.6317, 0.6804, -0.6131, -0.1090, -0.1539, -0.1736, -0.1441, -0.1396, -0.1296, 0.2429, 0.2460, 0.2465, 0.2542]}